# C20H24BrIrNOP2

C20H24BrIrNOP2 as an isolated structure at a distorted geometry (ωB97M-V with the def2-TZVPD basis set, OMol25).

Geometry as XYZ:
```
50
Properties=species:S:1:pos:R:3:forces:R:3
C -0.0443 2.5649 -4.4130 0.4012 -0.7719 -0.6253
C -0.6397 2.2365 -3.1956 -0.6690 -1.0914 -0.2842
C -1.3529 0.9928 -3.1462 0.9599 -0.0061 -0.1969
C -0.8072 -0.1041 -3.9060 0.2468 1.4649 -0.6621
C -0.1945 0.2167 -5.1234 0.2800 0.4077 0.7161
C 0.0699 1.5588 -5.4138 0.1031 0.2295 0.2281
C -0.9609 -1.3689 -3.3060 -0.2028 -1.1785 -2.2526
C -2.2477 -1.5865 -2.7552 -1.5146 -0.6021 0.9525
C -2.7706 -0.4777 -2.0126 0.3022 0.3639 0.2466
C -3.5898 -0.7600 -0.8769 -0.3861 -0.3003 -0.7054
C -4.3966 -1.9039 -0.9422 0.5781 -0.5360 -0.8104
C -4.1760 -2.8085 -2.0214 -1.2382 0.2999 1.5687
C -3.0738 -2.7065 -2.8532 1.5240 0.8859 -0.3389
H 0.3465 3.5783 -4.6023 -0.1379 -0.6404 0.1817
H 0.0340 -0.6101 -5.7796 0.2039 0.2047 -0.3018
H 0.4529 1.8067 -6.3955 0.0432 0.1203 0.0948
H -0.3647 -2.2205 -3.6501 -0.1673 0.3066 0.1062
H -5.1730 -2.0912 -0.1893 0.4726 -0.0320 -0.3343
H -4.8374 -3.6596 -2.1299 0.0200 0.0325 0.0527
H -2.8051 -3.4425 -3.6029 -0.2304 -0.2302 0.2561
N -2.4176 0.7814 -2.3439 0.4335 -0.0381 2.1609
Ir 0.2539 -0.2441 -0.2112 -3.2495 -0.2256 -0.9227
C -0.4631 2.9916 -1.9210 -0.5895 -0.2853 0.2513
H -1.4369 3.2097 -1.4764 -0.0478 0.0942 0.1113
H 0.0673 3.9284 -2.1082 0.0715 -0.0590 0.2853
C -3.4375 0.1201 0.3209 -0.0064 0.1510 -0.4723
H -3.6139 1.1614 0.0237 0.0023 -0.0414 0.1134
H -4.1487 -0.1842 1.0993 0.2506 0.2278 0.0010
P 0.5026 1.9906 -0.6447 1.2862 1.2217 -0.5217
P -1.7009 0.0741 1.0474 -1.3555 -0.2629 0.9850
C -1.8496 -1.3068 2.2214 -0.0234 -0.2024 0.0439
H -0.9455 -1.3712 2.8357 -0.1503 0.0375 -0.0350
H -2.7317 -1.1699 2.8589 0.2220 0.0226 -0.1010
H -1.9326 -2.2404 1.6609 -0.0938 0.1420 0.1736
C -1.8262 1.4929 2.1950 0.0499 0.2313 0.0254
H -2.5545 1.2670 2.9855 0.1417 -0.0337 -0.2530
H -0.8645 1.7104 2.6662 -0.1013 -0.1130 -0.0289
H -2.1646 2.3929 1.6740 0.0379 -0.1231 0.0154
C 2.1994 2.0655 -1.2905 0.1056 0.2576 -0.2285
H 2.4326 3.0692 -1.6582 0.0403 -0.0675 0.0441
H 2.9109 1.7978 -0.5010 -0.1684 -0.0036 -0.1577
H 2.2878 1.3551 -2.1142 0.0931 0.0387 0.0293
C 0.6207 3.1894 0.7451 -0.2431 -0.0118 0.1103
H 1.2071 2.7707 1.5708 -0.0771 -0.0323 -0.1979
H 1.1160 4.1111 0.4136 -0.0764 -0.2848 -0.1154
H -0.3619 3.4687 1.1350 0.1687 -0.0717 -0.1189
C 1.4858 -0.3486 1.1381 2.9912 0.2417 2.5783
O 2.2446 -0.4082 2.0059 -1.1804 -0.0585 -1.2353
H -0.0955 -0.9123 -1.7670 0.4674 0.0914 -0.1606
Br -0.2551 -2.7142 -0.2924 0.4122 0.2305 -0.2713
```
Positions in Å, forces in eV/Å.

As for the total charge: +1. Its expectation value of S² is 6.0442. The HOMO energy (spin up / spin down) comes out at -9.26 / -11.24 eV. Its spin multiplicity is 5.